The following is a quantum chemistry calculation of 9 unconnected molecules or ions with the total composition C3H23NO9S, from the OMol25 dataset.

## Properties
**Maximum force**: 0.0824 hartree/bohr
**Lowest unoccupied orbital energy (spin up / spin down)**: -3.865 / -8.887 eV
**Charge**: +1
**2S+1**: 2
**HOMO-LUMO gap (spin up / spin down)**: 9.680 / 4.651 eV
**Energy above the lowest of the compared OMol25 structures with the same formula, charge and spin**: 0.0 kcal per mole
**E_tot**: -1257.87961 Ha

Last column: natural (NBO) charge in e.
Atoms and positions in Å:
C  0.61  -0.33  0.40  -0.562
C  0.52  0.18  1.84  -0.605
S  1.95  1.18  2.12  0.684
C  -0.67  -0.21  -0.36  0.686
N  -0.54  0.11  -1.67  -0.778
O  -1.81  -0.49  -0.01  -0.679
H  1.46  0.07  -0.14  0.284
H  0.89  -1.41  0.50  0.330
H  -0.36  0.80  1.99  0.327
H  0.52  -0.59  2.62  0.273
H  2.69  0.54  3.04  0.160
H  0.42  0.33  -1.98  0.399
H  -1.22  -0.09  -2.40  0.451
H  -1.24  3.83  0.10  0.483
H  -2.09  3.62  -1.09  0.494
O  -1.15  3.67  -0.85  -0.966
H  -0.46  -4.18  -0.62  0.490
H  -1.24  -3.52  0.52  0.500
O  -0.75  -3.32  -0.29  -0.987
H  -3.16  -1.85  -1.98  0.467
H  -1.87  -2.46  -1.79  0.484
O  -2.45  -2.20  -2.54  -0.953
H  -2.22  -1.68  1.19  0.503
H  -1.59  -2.51  2.48  0.471
O  -2.31  -2.35  1.88  -0.990
H  2.14  1.26  -1.93  0.510
H  2.21  0.04  -2.94  0.482
O  2.54  0.39  -2.12  -0.998
H  0.60  3.04  -2.13  0.506
H  0.49  2.56  -0.78  0.489
O  1.18  2.62  -1.48  -0.965
H  3.31  -1.31  -1.48  0.509
H  4.02  -1.09  0.00  0.474
O  3.51  -1.64  -0.60  -0.979
H  -2.18  0.81  1.46  0.484
H  -3.14  1.23  2.59  0.499
O  -2.29  1.45  2.18  -0.977

The following is a quantum chemistry calculation of 9 unconnected molecules or ions with the total composition C3H24N6O9, from the OMol25 dataset.

## Properties
**Maximum force**: 0.1122 hartree/bohr
**Lowest unoccupied orbital energy (spin up / spin down)**: -3.533 / -9.503 eV
**Charge**: +1
**2S+1**: 2
**HOMO-LUMO gap (spin up / spin down)**: 8.705 / 2.734 eV
**Energy above the lowest of the compared OMol25 structures with the same formula, charge and spin**: 22.2 kcal per mole
**E_tot**: -1134.12230 Ha

Last column: natural (NBO) charge in e.
Atoms and positions in Å:
C  -2.13  1.69  0.25  0.781
O  -1.59  0.86  0.96  -0.762
N  -1.62  2.34  -0.75  -0.802
N  -3.37  2.08  0.30  -0.799
H  -2.28  2.76  -1.39  0.395
H  -0.74  1.91  -1.00  0.426
H  -4.01  1.60  0.92  0.408
H  -3.73  2.80  -0.31  0.399
C  -2.19  -1.90  -1.44  0.692
O  -3.20  -1.78  -0.79  -0.148
N  -1.02  -1.44  -1.06  -0.604
N  -2.09  -2.43  -2.62  -0.756
H  -0.95  -0.85  -0.23  0.461
H  -0.19  -1.69  -1.57  0.433
H  -2.92  -2.57  -3.17  0.439
H  -1.18  -2.58  -3.04  0.424
C  1.08  0.54  -3.07  0.760
O  0.38  1.35  -2.56  -0.693
N  1.79  -0.34  -2.38  -0.877
N  1.24  0.38  -4.32  -0.793
H  2.48  -0.98  -2.74  0.404
H  1.83  0.02  -1.43  0.424
H  0.62  0.80  -5.00  0.418
H  1.95  -0.29  -4.60  0.389
O  3.35  -0.46  3.44  -0.934
H  4.01  -0.74  2.81  0.463
H  2.57  -0.95  3.20  0.468
O  1.12  0.62  1.03  -0.986
H  0.20  0.70  0.79  0.479
H  1.11  0.09  1.83  0.496
O  1.65  -2.35  2.09  -0.953
H  1.23  -3.16  1.79  0.482
H  2.46  -2.30  1.58  0.476
O  -1.59  -0.47  3.57  -0.949
H  -1.80  0.01  2.77  0.487
H  -1.82  -1.38  3.37  0.465
O  0.40  0.75  5.03  -0.946
H  1.35  0.69  5.00  0.467
H  0.10  0.25  4.27  0.472
O  2.87  2.06  -0.60  -0.957
H  2.40  2.87  -0.77  0.472
H  2.23  1.49  -0.17  0.477

The following is a quantum chemistry calculation of a molecular structure, C3H24NO9, from the OMol25 dataset.

## Properties
**Maximum force**: 0.1366 hartree/bohr
**Lowest unoccupied orbital energy (spin up / spin down)**: -0.058 / -4.738 eV
**2S+1**: 2
**HOMO-LUMO gap (spin up / spin down)**: 10.500 / 5.731 eV
**Energy above the lowest of the compared OMol25 structures with the same formula, charge and spin**: 61.4 kcal per mole
**E_tot**: -860.36203 Ha

Last column: natural (NBO) charge in e.
Atoms and positions in Å:
C  1.80  1.70  0.17  -0.257
N  1.29  0.36  -0.25  -0.528
C  2.17  -0.71  0.43  0.060
O  1.29  -1.69  0.68  -0.386
C  0.60  2.64  0.44  -0.660
H  2.42  2.13  -0.51  0.204
H  2.35  1.82  1.21  0.205
H  0.37  0.44  -0.11  0.385
H  2.86  -0.98  -0.40  0.168
H  2.70  -0.30  1.25  0.218
H  0.93  3.69  0.15  0.234
H  -0.30  2.51  -0.18  0.249
H  0.28  2.62  1.47  0.212
H  0.52  -0.79  3.37  0.462
H  0.69  -1.58  1.90  0.466
O  0.14  -1.66  3.00  -1.035
H  -1.51  1.21  1.80  0.507
H  -0.86  -0.44  1.70  0.498
O  -1.48  0.20  2.06  -1.019
H  -2.72  0.93  -0.41  0.509
H  -2.18  1.86  -1.59  0.474
O  -2.68  1.91  -0.75  -1.002
H  1.58  -2.45  -1.32  0.467
H  0.20  -2.84  -0.72  0.466
O  0.65  -2.92  -1.52  -0.920
H  -1.14  -3.14  1.74  0.485
H  -1.87  -2.07  2.52  0.510
O  -1.86  -2.47  1.65  -0.983
H  -0.14  -1.28  -3.26  0.476
H  -0.09  0.22  -3.52  0.466
O  -0.24  -0.59  -3.84  -0.961
H  0.88  1.90  -3.13  0.475
H  0.40  1.30  -1.78  0.478
O  0.15  1.76  -2.61  -0.941
H  -2.86  -0.94  0.72  0.502
H  -1.83  -1.55  -0.15  0.488
O  -2.51  -0.82  -0.20  -0.972

The following is a quantum chemistry calculation of 9 unconnected molecules or ions with the total composition C3H24O9, from the OMol25 dataset.

## Properties
**Maximum force**: 0.0437 hartree/bohr
**Lowest unoccupied orbital energy**: 0.020 eV
**HOMO-LUMO gap**: 10.305 eV
**SMILES**: CO.CO.CO.O.O.O.O.O.O
**Energy above the lowest of the compared OMol25 structures with the same formula, charge and spin**: 76.3 kcal per mole
**E_tot**: -805.75174 Ha

Last column: natural (NBO) charge in e.
Atoms and positions in Å:
C  0.31  1.44  6.01  -0.248
O  1.45  1.80  5.24  -0.723
H  -0.55  1.23  5.37  0.162
H  0.46  0.49  6.53  0.159
H  0.09  2.18  6.78  0.183
H  1.82  0.99  4.88  0.467
C  4.36  -2.27  -2.99  -0.258
O  3.90  -3.36  -2.17  -0.720
H  3.63  -1.94  -3.74  0.166
H  4.52  -1.33  -2.46  0.164
H  5.30  -2.57  -3.45  0.181
H  2.95  -3.37  -2.31  0.467
C  2.18  4.98  -1.62  -0.241
O  3.32  4.99  -2.37  -0.710
H  1.42  5.69  -1.94  0.153
H  1.77  3.96  -1.65  0.154
H  2.31  5.16  -0.55  0.180
H  3.11  4.56  -3.20  0.464
O  -4.30  -1.54  -4.50  -0.940
H  -4.72  -0.88  -3.96  0.473
H  -3.48  -1.14  -4.78  0.467
O  -5.18  2.21  -1.19  -0.940
H  -4.26  2.01  -1.03  0.471
H  -5.22  3.17  -1.16  0.469
O  -1.53  -4.13  -2.05  -0.945
H  -2.19  -3.93  -2.71  0.475
H  -1.91  -4.85  -1.54  0.471
O  -1.04  -0.21  0.25  -0.945
H  -1.18  -1.07  -0.15  0.472
H  -0.22  -0.31  0.74  0.473
O  2.73  -2.37  2.57  -0.942
H  2.90  -2.82  1.74  0.472
H  3.36  -2.74  3.18  0.470
O  -5.40  -1.38  3.13  -0.936
H  -4.59  -1.33  2.61  0.468
H  -6.10  -1.33  2.48  0.468